1.
Molecular formula: C6H25NO7
Method: DFT, ωB97M-V/def2-TZVPD

Structure (XYZ):
```
39
Properties=species:S:1:pos:R:3:forces:R:3
C 2.6395 -0.8980 -1.3521 -2.699 -2.757 1.728
C 1.2599 -1.0113 -1.3525 2.392 1.293 -0.563
C 0.3110 -0.2247 -2.2853 1.446 -2.445 -0.407
C 0.5061 -1.9872 -0.4931 -0.872 -0.584 0.644
C -0.5367 -1.2202 0.4511 1.171 -0.693 -0.146
N -1.9633 -1.6686 0.2914 0.079 -0.615 -1.076
C -0.1250 -1.5434 1.9443 0.595 4.252 -1.204
O -0.6787 -0.4485 2.6760 0.628 -0.114 2.254
H 3.2119 -0.1815 -1.9047 0.153 0.086 -0.318
H 3.1028 -1.7696 -0.7456 -0.111 1.948 -0.986
H -0.1422 -1.0532 -2.8930 0.183 1.095 0.166
H 0.7855 0.5194 -2.9132 0.404 -0.123 -0.162
H -0.4327 0.2698 -1.7468 -1.306 0.536 0.811
H 1.0322 -2.7148 0.1965 0.324 1.103 -0.943
H 0.0110 -2.6829 -1.1951 -0.380 0.410 0.265
H -0.4051 -0.0439 0.3372 -0.315 -2.678 -0.065
H -2.1950 -2.3160 1.0575 0.084 0.215 -0.827
H -2.2235 -2.1113 -0.6594 0.980 1.017 2.190
H 0.9752 -1.4224 2.2440 -1.251 -0.321 -1.173
H -0.4051 -2.4835 2.2855 -0.980 -1.874 0.519
H -1.5745 -0.0809 2.6071 -0.208 -1.110 -0.995
O -2.1710 -1.8591 -3.7471 1.242 2.088 -0.263
H -2.8677 -1.2009 -3.8120 -0.119 -0.149 0.028
H -2.5523 -2.6871 -3.6168 -1.234 -2.044 0.234
O -0.3115 2.0785 2.1278 0.486 2.587 0.403
H -0.6685 2.1486 3.0150 -0.070 0.780 0.225
H -0.3951 1.1593 2.0585 0.323 -2.565 -0.517
O 1.8291 3.3599 -0.7167 0.030 1.182 0.104
H 2.2018 2.9150 0.0330 0.537 -1.320 0.592
H 1.6633 4.2012 -0.2615 -0.282 0.123 -0.696
O -0.5953 2.0874 -0.6359 -0.663 -0.976 -3.895
H -0.5506 2.2815 0.2557 0.837 1.395 2.923
H 0.1565 2.4342 -1.1670 -0.514 -0.083 1.354
O 3.2285 0.8516 1.4780 2.362 -0.386 -2.858
H 2.4899 0.2511 1.4175 -0.490 -0.291 -0.100
H 3.7913 0.5889 0.6222 -1.932 0.822 2.860
O -2.6093 0.9170 1.2620 -0.679 1.387 1.701
H -2.0198 0.9470 0.5271 0.410 -0.031 -1.123
H -3.1097 0.1261 1.1920 -0.561 -1.160 -0.686
```
Positions in Å, forces in eV/Å.

**SMILES**: C=C(C)C[C@@H](N)CO.O.O.O.O.O.O
**Spin multiplicity**: 1



2.
Molecular formula: AlH3HfNO2S
Method: DFT, ωB97M-V/def2-TZVPD

Structure (XYZ):
```
9
Properties=species:S:1:pos:R:3:forces:R:3
O 2.1263 -1.4831 0.9574 0.430 0.249 0.511
N 1.5906 -1.4890 0.0381 1.158 -3.229 1.187
O 1.1124 0.2125 -0.5951 -2.113 1.423 -2.873
Al -0.3621 1.0440 0.3575 0.531 1.699 3.368
S -1.9529 -0.5501 0.5032 0.429 -0.241 -1.975
H -0.8070 2.2762 -0.6792 0.331 -1.149 -1.638
H 0.1443 1.6436 1.7133 -0.052 -0.107 -0.144
H -1.7986 -1.6435 -0.2815 -0.020 -0.310 0.241
Hf -0.0529 -0.0106 -2.0136 -0.694 1.664 1.323
```
Positions in Å, forces in eV/Å.

**Net charge**: +3
**Spin multiplicity**: 1



no.,lowest unoccupied orbital energy (hartree),DFT total energy (a.u.),molar mass (Da)
1,0.01506,-824.93227,223.3
2,-0.62103,-894.15193,286.6